DFT (the ωB97M-V functional and the def2-TZVPD basis) results for a single C11H24N3O5P molecule.

```
44
Properties=species:S:1:pos:R:3:forces:R:3:lowdin_charge:R:1
C 4.832 1.135 -0.032 -0.1 0.0 -0.2 -0.1037
C 4.423 0.527 -1.369 0.1 -0.1 0.1 -0.2607
C 4.337 -1.000 -1.332 -0.2 0.2 0.1 -0.2003
H 5.300 -1.410 -1.022 0.1 -0.1 0.0 0.1095
C 3.264 -1.531 -0.376 0.3 -0.1 0.0 -0.1919
N 1.940 -1.056 -0.705 0.0 -0.2 -0.2 0.0686
C 1.339 -0.074 0.022 -0.1 -0.1 -0.3 -0.5674
O 1.748 0.319 1.096 0.1 0.2 0.4 0.0561
N 0.223 0.461 -0.578 -0.3 0.0 -0.2 0.0913
H -0.196 0.008 -1.375 0.1 0.0 0.0 0.1420
C -0.655 1.284 0.191 -0.5 -0.4 0.3 -0.2359
P -2.007 0.286 0.982 0.4 -0.8 -0.2 0.5610
O -3.000 1.048 1.753 0.1 0.2 0.1 -0.2510
O -2.640 -0.595 -0.207 0.9 0.3 0.5 -0.1963
C -3.898 -0.261 -0.788 -0.7 0.2 -0.4 -0.2684
C -3.741 0.066 -2.264 0.1 -0.1 0.3 -0.0623
H -4.710 0.322 -2.683 -0.1 0.0 -0.1 0.0789
H -3.345 -0.796 -2.795 0.0 -0.1 -0.1 0.0781
H -3.061 0.902 -2.404 0.0 0.0 0.0 0.0504
H -4.336 0.578 -0.238 0.0 -0.1 -0.1 0.1093
H -4.543 -1.137 -0.662 0.1 0.1 0.1 0.1198
O -1.159 -0.790 1.784 0.0 0.6 -0.6 -0.1916
C -1.699 -1.353 2.976 -0.2 -0.4 0.6 -0.2634
C -2.738 -2.417 2.671 0.2 0.2 -0.1 -0.0680
H -3.075 -2.882 3.595 -0.1 0.0 0.1 0.0786
H -2.316 -3.177 2.019 0.0 -0.1 0.0 0.0818
H -3.589 -1.959 2.172 -0.1 -0.1 0.0 0.0694
H -2.148 -0.553 3.575 0.1 -0.1 0.0 0.1125
H -0.841 -1.772 3.507 -0.1 0.1 0.0 0.1246
C -1.367 2.317 -0.659 0.2 0.3 0.0 -0.5457
O -1.377 2.275 -1.871 0.2 -0.1 -0.3 0.0551
N -2.004 3.262 0.061 -0.1 0.4 0.1 0.1801
H -2.607 3.904 -0.430 0.1 -0.1 0.0 0.1209
H -2.166 3.120 1.044 -0.1 0.0 0.0 0.0925
H -0.071 1.747 0.992 -0.2 0.0 0.0 0.1494
H 1.621 -1.222 -1.647 -0.1 0.1 0.1 0.1422
H 3.462 -1.204 0.645 0.0 -0.1 -0.1 0.1151
H 3.263 -2.626 -0.403 0.0 0.1 0.1 0.1160
H 4.126 -1.369 -2.340 0.1 -0.1 0.0 0.1044
H 3.457 0.939 -1.668 0.0 0.0 -0.1 0.1013
H 5.152 0.808 -2.133 -0.1 0.0 0.0 0.1025
H 5.004 2.203 -0.146 0.0 0.1 0.1 0.0703
H 4.049 0.997 0.708 0.0 0.0 0.1 0.0511
H 5.748 0.676 0.333 0.1 0.0 0.1 0.0740
```
Forces are in eV/Å.

* multiplicity: 1
* LUMO level: 0.0293 hartree
* F_max: 1.05 eV Å⁻¹

=====

DFT (the ωB97M-V functional and the def2-TZVPD basis) results for 2 unconnected molecules or ions with the total composition C3H11N2OPS.

```
19
Properties=species:S:1:pos:R:3:forces:R:3:lowdin_charge:R:1
C -2.270 -0.058 0.309 -1.4 0.3 -2.9 -0.2178
C -1.278 1.885 -0.677 -2.7 -2.9 -4.6 -0.2310
C 1.527 -2.081 -1.482 1.3 1.7 2.7 -0.3749
N 1.766 0.153 2.365 3.3 3.5 -4.5 -0.1288
N -1.557 1.120 0.435 1.5 0.5 1.9 -0.1448
O 2.012 0.880 -0.066 1.8 2.0 -2.3 -0.3983
P 1.163 0.097 0.778 -1.7 -1.8 2.5 0.3885
S 1.166 -2.001 0.374 -0.4 -0.7 -0.7 0.5268
H -3.390 0.265 0.316 1.3 -0.6 -1.2 0.1240
H -1.832 -0.661 -0.591 -1.6 0.5 1.4 0.1076
H -2.332 -0.580 1.197 0.8 -1.5 1.8 0.0305
H -0.958 1.399 -1.716 0.0 -0.2 2.0 0.1197
H -2.208 2.283 -1.152 0.1 0.4 0.9 0.0995
H -0.600 2.590 -0.517 2.6 3.3 0.9 0.0133
H 1.707 -3.060 -1.794 -1.0 -1.8 -0.5 0.0054
H 2.552 -1.758 -1.447 0.3 1.0 -0.5 0.0110
H 0.898 -1.407 -2.010 -0.5 0.0 -0.7 0.0173
H 2.285 1.064 2.547 -0.9 -1.7 -0.5 0.0936
H 1.347 -0.129 3.132 -2.9 -1.9 4.4 -0.0417
```
Forces are in eV/Å.

* multiplicity: 1
* LUMO level (spin up / spin down): -0.0067 / -0.0301 hartree
* F_max: 6.61 eV Å⁻¹

=====

DFT (the ωB97M-V functional and the def2-TZVPD basis) results for a molecular structure, C14H23N2O5Os.

```
45
Properties=species:S:1:pos:R:3:forces:R:3:lowdin_charge:R:1
Os -0.015 -0.799 -0.854 -3.8 2.9 -2.7 1.7129
C -0.887 -3.096 1.313 -1.1 -1.0 0.5 -0.0332
C -1.052 -1.872 2.115 -0.6 -0.9 0.6 -0.0405
O -0.674 -1.002 1.059 -1.5 8.4 4.1 -0.3262
C 0.018 0.152 1.553 2.5 0.4 3.7 -0.1722
C 1.497 -0.161 1.426 -0.6 0.6 2.2 -0.0511
O 1.649 -0.427 0.046 1.4 0.2 -0.8 -0.2477
C 2.532 -1.476 -0.302 1.4 -1.6 -0.6 -0.0957
C 2.305 -1.820 -1.783 2.4 0.8 -0.2 -0.0802
O 0.923 -1.918 -2.148 1.1 0.2 -0.2 -0.2999
C 0.335 -3.192 -2.074 -1.5 -2.0 -0.3 -0.1088
C 0.193 -3.635 -0.644 1.0 -1.7 -0.6 -0.1123
O -0.183 -2.513 0.179 1.9 -8.6 -3.1 -0.3157
H -1.848 -3.505 0.985 0.3 -0.1 -0.2 0.1725
H -0.290 -3.858 1.824 0.1 0.0 -0.5 0.1776
H -0.359 -1.848 2.963 0.0 0.5 -0.3 0.1712
H -2.078 -1.689 2.444 0.2 0.2 0.0 0.1774
H -0.275 0.407 2.578 0.1 -0.2 -0.1 0.1860
H -0.252 0.987 0.897 2.8 -1.4 3.8 0.0165
H 1.772 -1.029 2.034 0.2 0.0 -0.2 0.1597
H 2.116 0.696 1.706 0.0 -0.1 -0.1 0.1788
H 2.363 -2.348 0.333 -0.1 0.2 0.2 0.1404
H 3.567 -1.150 -0.147 -0.1 0.0 -0.2 0.1816
H 2.856 -2.721 -2.072 -0.2 0.1 0.1 0.1767
H 2.701 -0.992 -2.381 -0.2 -0.2 -0.1 0.1629
H 0.889 -3.922 -2.675 0.0 0.2 0.1 0.1830
H -0.661 -3.097 -2.517 0.1 0.1 -0.2 0.1674
H 1.137 -4.039 -0.262 -0.1 0.0 0.1 0.1565
H -0.549 -4.444 -0.604 0.1 0.2 0.0 0.1689
N -1.320 6.195 -0.367 0.0 -0.9 0.1 0.2080
C -1.877 5.137 0.294 -1.0 2.7 0.6 -0.4548
O -2.755 5.332 1.128 0.8 -1.2 -0.6 0.1161
C -1.399 3.761 -0.017 0.4 -0.1 -0.3 -0.0412
C -1.988 2.701 0.676 0.3 -0.8 -0.4 0.1115
C -1.559 1.415 0.402 -4.0 1.5 -0.9 -0.1250
N -0.600 1.126 -0.501 -1.4 2.3 -4.8 -0.1842
C -0.045 2.166 -1.158 0.5 0.4 -0.6 -0.0522
C -0.405 3.488 -0.956 -0.3 -0.6 0.5 0.0806
H -1.673 7.113 -0.127 0.0 -0.1 0.0 0.1444
H -0.597 6.139 -1.066 -0.1 0.1 0.1 0.1040
H -2.766 2.870 1.415 0.1 0.1 -0.1 0.1598
H -1.988 0.560 0.916 -0.5 0.6 -0.3 0.1500
H 0.724 1.897 -1.877 -0.2 0.4 0.2 0.1142
H 0.094 4.257 -1.529 0.0 -0.1 0.0 0.1376
H 0.425 0.152 -2.224 -0.6 -1.2 1.6 0.1245
```
Forces are in eV/Å.

* multiplicity: 1
* LUMO level: -0.4355 hartree
* total charge: +3
* F_max: 9.41 eV Å⁻¹

=====

DFT (the ωB97M-V functional and the def2-TZVPD basis) results for a molecular structure, C8H22ClN2O2Pd.

```
36
Properties=species:S:1:pos:R:3:forces:R:3:lowdin_charge:R:1
Pd -1.019 2.292 -1.737 -2.6 5.4 -2.5 0.5272
Cl -0.135 0.658 -1.050 2.7 -2.4 0.4 0.5056
C 0.178 1.300 1.846 0.3 -0.5 1.5 -0.0532
C -1.247 0.781 2.141 -0.8 -0.5 0.2 -0.3453
C -2.002 1.730 3.066 -0.7 0.3 -0.3 -0.2453
O -1.339 2.034 4.236 0.5 -0.6 0.5 -0.1702
C -2.185 2.743 5.157 0.1 -0.1 -1.1 -0.0496
N -1.982 0.638 0.889 0.8 1.7 1.7 0.1599
H 0.161 2.305 1.427 0.1 -0.2 -0.3 0.0892
H 0.764 0.545 1.322 -0.1 0.4 -0.3 0.0581
H 0.634 1.357 2.835 0.0 0.3 0.1 0.0980
H -1.211 -0.241 2.520 0.4 0.0 0.5 0.1639
H -3.008 1.356 3.252 -0.1 -0.5 0.2 0.1326
H -2.203 2.643 2.506 0.1 0.6 -0.4 0.1284
H -2.395 3.702 4.684 0.0 0.4 0.4 0.0920
H -1.669 2.825 6.113 -0.2 0.0 -0.2 0.1029
H -3.140 2.222 5.215 0.0 -0.1 0.5 0.0890
H -1.296 0.393 0.189 0.0 -2.3 -0.9 -0.1213
H -2.094 1.581 0.543 -1.6 1.0 0.1 0.0595
C -0.187 -1.872 -2.812 -1.0 0.5 -1.4 -0.0806
C 1.076 -1.962 -2.016 0.1 -0.8 -0.2 -0.4895
C 2.168 -0.990 -2.453 1.0 -1.1 -1.3 -0.1622
O 2.471 -1.083 -3.901 -1.0 1.4 2.6 -0.1870
C 3.131 -2.256 -4.242 0.6 -0.2 -0.6 -0.1299
N 0.866 -1.841 -0.606 0.7 0.0 0.7 0.0270
H -0.791 -0.984 -2.624 0.2 0.1 0.2 0.0152
H -0.912 -2.675 -2.681 0.4 -0.4 0.0 0.0898
H 0.079 -1.770 -3.864 -0.1 -0.4 -0.2 0.0875
H 1.445 -2.982 -2.117 0.3 0.0 -0.5 0.1395
H 3.041 -1.307 -1.882 0.3 0.1 -0.1 0.1247
H 1.984 0.038 -2.142 -0.1 0.0 -0.7 0.0734
H 2.517 -3.133 -4.035 0.0 -0.2 -0.3 0.0852
H 4.105 -2.385 -3.769 0.1 0.1 0.5 0.0913
H 3.378 -2.122 -5.295 -0.3 -0.5 -0.1 0.0986
H 0.330 -2.623 -0.256 -0.2 0.3 0.3 0.0994
H 0.486 -0.917 -0.459 0.1 -1.6 1.1 -0.1040
```
Forces are in eV/Å.

* multiplicity: 3
* LUMO level (spin up / spin down): -0.1791 / -0.3033 hartree
* total charge: +1
* F_max: 6.46 eV Å⁻¹